Molecular formula: CHIO4
Method: DFT, wB97M-V/def2-TZVPD

```
7
Properties=species:S:1:pos:R:3:forces:R:3
C -0.651770 -1.516556 0.062244 -1.470 3.112 -2.128
O -0.327645 -2.538290 0.371350 1.454 -3.751 1.753
O -0.268416 1.960394 0.551681 -4.416 -1.731 1.401
O -1.045672 -0.520559 -0.403534 -0.322 -0.102 0.337
O 2.018338 0.051638 -0.201022 1.273 -1.951 0.363
I 1.119668 1.480303 -0.737478 2.280 1.370 -2.872
H -0.844502 1.083072 0.356759 1.200 3.054 1.147
```
Forces are in eV/Å.

Highest occupied orbital energy (spin up / spin down): -0.2441 / -0.4062 Eh
Spin multiplicity: 3

From a Mulliken analysis of the wavefunction, the atomic charges in e read:
1 C 0.754
2 O -0.249
3 O -0.653
4 O -0.561
5 O -0.504
6 I 0.723
7 H 0.491